Below is C5H7N in the gas phase at a distorted geometry, with properties calculated with ωB97M-V/def2-TZVPD.

electronic energy	-6786.4626	eV
E_LUMO	1.2	eV
energy relative to the best compared isomer or geometry (same formula, charge and spin)	2.0500	eV
highest occupied orbital energy	-8.71	eV
SMILES	C1=C[C@H]2N[C@H]2C1
spin multiplicity	1

Structure (XYZ):
```
13
Properties=species:S:1:pos:R:3:forces:R:3
C 0.44056 -1.16017 0.03577 0.0432 0.2033 0.0560
C 1.18647 -0.02855 -0.62214 0.1601 0.0612 -0.2538
C 0.59773 1.15604 -0.48049 0.0904 -0.3651 -0.2480
C -0.65298 1.09396 0.32886 0.4294 -1.6106 1.1281
N -1.76356 0.13067 0.06081 0.0858 0.8068 -0.5663
C -0.68953 -0.44967 0.78829 0.5201 1.0194 0.3726
H 1.07927 -1.73905 0.71491 -0.0828 0.2025 -0.0496
H 0.10644 -1.87607 -0.73727 -0.2108 0.1983 0.3370
H 2.11173 -0.18040 -1.15649 0.0756 -0.0618 -0.1440
H 1.06630 2.08577 -0.80278 -0.3964 -0.1498 -0.0648
H -0.78019 2.00397 0.95286 -0.7417 -1.0928 -0.2018
H -1.80682 -0.23927 -0.88645 0.1150 0.4538 -0.1105
H -0.89541 -0.79723 1.80412 -0.0879 0.3347 -0.2550
```
Positions in Å, forces in eV/Å.